DFT (ωB97M-V/def2-TZVPD) results for C24H47ClGaI2N2O2 as an isolated structure at a distorted geometry.

**2S+1**: 3
**LUMO level (spin up / spin down)**: 0.060 / 0.047 hartree
**Charge**: -1
**Kohn-Sham gap (spin up / spin down)**: 6.7 / 6.3 eV
**Energy relative to the best compared isomer or geometry (same formula, charge and spin)**: 0.0 kcal/mol
**HOMO energy (spin up / spin down)**: -5.01 / -5.01 eV

```
79
Properties=species:S:1:pos:R:3:forces:R:3
C 7.5984 4.4025 -0.7851 0.384 -0.347 -0.591
C 7.2244 5.3284 -1.9039 -0.492 0.663 -0.154
I 8.0485 4.6952 -3.7891 -0.072 -0.002 0.087
C 6.4396 6.3887 -1.7242 0.268 -0.240 -0.350
I 5.8759 7.6156 -3.3750 0.097 -0.166 0.331
Ga 5.7402 6.8936 0.1627 0.053 0.309 0.463
C 4.4068 5.5030 0.8422 0.156 0.735 -0.323
C 3.0965 5.3609 0.0965 0.411 -0.515 -0.120
C 3.2255 5.3752 -1.4118 -0.627 0.025 0.081
Cl 1.9273 6.6533 0.5719 -0.217 0.087 0.115
H 8.4597 3.8173 -1.0863 0.249 -0.090 0.153
H 6.8018 3.6913 -0.6015 -0.288 -0.094 0.201
H 7.8344 4.9585 0.1098 -0.101 0.160 0.327
H 7.0209 6.8364 1.1550 0.023 -0.109 -0.103
H 5.2014 8.3990 0.1630 -0.103 -0.086 -0.205
H 4.8898 4.5305 0.8710 0.097 -0.295 -0.078
H 4.1964 5.7717 1.8719 -0.016 -0.019 0.304
H 2.6211 4.4303 0.3854 -0.345 -0.083 0.200
H 3.2845 6.3910 -1.7785 0.366 0.260 -0.110
H 4.0847 4.8031 -1.7355 0.286 -0.094 -0.056
H 2.3288 4.9479 -1.8544 -0.152 -0.132 -0.162
C -1.8799 2.2814 0.2244 -0.072 -0.083 0.134
C -0.3925 1.8709 0.1493 -1.000 0.583 -0.428
C -0.2573 0.5074 -0.5288 0.194 -0.427 0.121
C -0.6908 -0.6649 0.3517 0.068 0.185 0.059
C 0.0177 -0.6168 1.7047 0.087 -0.174 -0.411
C -0.1502 0.7214 2.4223 -0.823 -0.080 0.818
N 0.2182 1.8430 1.5120 1.199 -0.922 -0.610
O 1.5000 1.9911 1.4564 -0.270 0.368 0.217
C -1.5951 0.8719 2.9334 -0.103 0.046 -0.121
C 0.7436 0.7635 3.6552 0.324 0.076 0.030
C 0.3078 2.9303 -0.6913 0.350 0.137 0.023
H -2.0398 3.0264 1.0042 0.024 -0.002 0.011
H -2.1933 2.7274 -0.7184 0.126 -0.001 -0.077
H -2.5515 1.4422 0.4026 0.053 0.025 0.034
H 0.7866 0.3572 -0.8228 0.034 0.094 0.076
H -0.8405 0.5138 -1.4522 -0.030 0.086 -0.019
H -1.7746 -0.6663 0.4863 -0.009 -0.011 0.003
H -0.4548 -1.6028 -0.1495 -0.057 -0.035 -0.017
H -0.3539 -1.4167 2.3502 -0.028 0.037 0.074
H 1.0845 -0.8109 1.5517 0.026 0.132 0.027
H -1.7642 1.8778 3.3195 0.024 0.019 -0.015
H -1.7697 0.1691 3.7484 0.124 -0.032 0.032
H -2.3522 0.6624 2.1821 0.064 0.032 0.006
H 1.7866 0.5703 3.4138 -0.029 0.089 -0.071
H 0.4187 -0.0008 4.3611 -0.112 -0.041 -0.014
H 0.6827 1.7337 4.1501 0.004 0.017 -0.034
H 0.2692 3.9098 -0.2106 0.013 -0.009 0.021
H -0.1859 3.0087 -1.6594 -0.125 -0.059 -0.002
H 1.3515 2.6853 -0.8781 -0.005 0.000 0.121
C -2.1387 -6.4387 -1.7945 -0.136 0.008 -0.038
C -2.1130 -5.4024 -0.6492 0.506 -0.826 -0.717
C -2.6430 -6.0259 0.6423 -0.323 0.077 0.308
C -4.1592 -6.2170 0.6557 0.032 0.037 -0.090
C -4.8738 -4.9124 0.3070 0.170 -0.185 0.369
C -4.3947 -4.2996 -1.0078 -0.745 -0.215 -0.890
N -2.9064 -4.1898 -1.0126 -0.087 0.315 1.628
O -2.5146 -3.1601 -0.3393 0.037 0.010 -0.523
C -4.8942 -5.1367 -2.2001 0.109 -0.129 -0.008
C -4.9991 -2.9118 -1.1786 0.114 0.295 0.129
C -0.6557 -5.0020 -0.4535 0.117 0.290 0.123
H -2.1312 -5.9460 -2.7669 -0.013 0.023 0.007
H -1.2553 -7.0739 -1.7463 0.069 0.054 0.113
H -2.9964 -7.1079 -1.7529 -0.006 0.066 -0.009
H -2.3649 -5.3878 1.4871 0.019 0.088 -0.076
H -2.1442 -6.9844 0.7998 0.072 -0.007 -0.054
H -4.4529 -7.0115 -0.0358 0.010 0.021 -0.028
H -4.4729 -6.5491 1.6471 -0.002 -0.019 -0.001
H -5.9515 -5.0778 0.2493 -0.032 0.034 -0.075
H -4.7114 -4.1951 1.1175 0.076 0.064 -0.073
H -4.4426 -4.7905 -3.1303 0.027 0.015 0.006
H -5.9743 -5.0284 -2.2955 -0.023 0.108 0.071
H -4.7021 -6.2021 -2.1036 0.037 0.056 0.010
H -4.7843 -2.2616 -0.3330 0.099 -0.040 -0.032
H -6.0816 -2.9986 -1.2627 -0.044 -0.103 -0.032
H -4.6248 -2.4302 -2.0829 0.029 -0.012 0.004
H -0.2601 -4.5095 -1.3429 -0.020 0.006 -0.008
H -0.0618 -5.8952 -0.2648 -0.039 -0.103 -0.039
H -0.5224 -4.3335 0.3951 -0.076 0.052 -0.075
```
Forces are in eV/Å.